[1]
Formula: C48H124As4F24N7O7
Source: OMol25
Level of theory: wB97M-V/def2-TZVPD

Geometry (Å):
C 3.56 3.33 -11.61
C 2.45 4.20 -12.27
N 2.22 5.66 -11.71
C 3.56 6.46 -12.11
C 1.01 6.20 -12.54
C 0.69 7.67 -12.29
C 1.91 5.71 -10.17
C 0.87 4.65 -9.71
O -0.53 4.87 -10.19
C -1.45 3.78 -9.92
H 3.72 2.34 -12.04
H 3.28 3.21 -10.57
H 4.52 3.83 -11.55
H 1.49 3.71 -12.10
H 2.36 4.12 -13.35
H 4.41 5.94 -11.65
H 3.47 7.49 -11.76
H 3.74 6.47 -13.18
H 0.17 5.54 -12.32
H 1.30 6.06 -13.59
H -0.20 7.97 -12.84
H 1.37 8.44 -12.64
H 0.47 7.91 -11.25
H 1.71 6.75 -9.90
H 2.87 5.46 -9.70
H 0.86 4.71 -8.62
H 1.29 3.66 -9.87
H -1.92 3.77 -8.93
H -1.16 2.75 -10.14
H -2.25 3.97 -10.63
C 1.08 10.45 -4.16
C 0.00 9.33 -4.33
N -0.41 8.86 -5.75
C -0.85 10.20 -6.51
C 0.71 8.34 -6.67
C 1.45 7.12 -6.06
C -1.55 7.86 -5.65
C -2.08 7.15 -6.90
O -2.38 8.17 -7.91
C -2.66 7.52 -9.14
H 1.93 10.23 -4.79
H 1.46 10.30 -3.15
H 0.70 11.46 -4.28
H -0.87 9.47 -3.69
H 0.40 8.38 -3.98
H -0.97 9.91 -7.55
H -0.02 10.90 -6.43
H -1.76 10.60 -6.06
H 1.44 9.15 -6.78
H 0.35 8.18 -7.69
H 2.37 6.98 -6.62
H 0.77 6.26 -6.05
H 1.76 7.31 -5.03
H -2.29 8.34 -5.02
H -1.06 7.11 -5.02
H -2.97 6.57 -6.67
H -1.41 6.39 -7.31
H -1.78 6.99 -9.50
H -2.83 8.31 -9.87
H -3.47 6.79 -9.07
C 8.88 0.75 -1.01
C 8.06 -0.38 -1.69
N 7.91 -0.38 -3.24
C 6.97 -1.52 -3.64
C 7.34 0.92 -3.86
C 6.14 1.44 -3.01
C 9.34 -0.56 -3.81
C 9.62 -0.54 -5.30
O 9.61 0.80 -5.69
C 9.61 1.12 -7.12
H 8.87 0.55 0.06
H 8.72 1.80 -1.25
H 9.93 0.53 -1.22
H 7.05 -0.41 -1.28
H 8.49 -1.38 -1.61
H 7.34 -2.49 -3.31
H 6.92 -1.46 -4.72
H 6.02 -1.48 -3.10
H 7.06 0.83 -4.91
H 8.17 1.62 -3.79
H 6.49 1.67 -2.00
H 5.30 0.76 -2.86
H 5.72 2.37 -3.40
H 9.67 -1.51 -3.39
H 10.04 0.15 -3.35
H 9.01 -1.25 -5.85
H 10.61 -0.95 -5.47
H 8.60 1.12 -7.53
H 10.15 0.40 -7.73
H 9.96 2.14 -7.31
C 2.04 -7.70 -9.20
C 1.44 -6.35 -8.69
N 2.45 -5.14 -8.71
C 3.59 -5.52 -7.70
C 3.04 -4.86 -10.18
C 2.04 -5.05 -11.37
C 1.82 -3.76 -8.23
C 1.21 -3.75 -6.78
O 2.22 -3.99 -5.82
C 1.84 -3.99 -4.45
H 2.74 -7.64 -10.04
H 1.30 -8.41 -9.57
H 2.64 -8.05 -8.36
H 1.11 -6.42 -7.65
H 0.63 -6.08 -9.36
H 3.04 -5.96 -6.86
H 4.05 -4.64 -7.25
H 4.36 -6.08 -8.23
H 3.94 -5.47 -10.26
H 3.40 -3.83 -10.19
H 2.64 -5.00 -12.28
H 1.26 -4.29 -11.38
H 1.60 -6.03 -11.21
H 1.18 -3.55 -9.09
H 2.66 -3.08 -8.15
H 0.46 -4.54 -6.77
H 0.75 -2.80 -6.50
H 1.19 -4.86 -4.29
H 1.33 -3.11 -4.05
H 2.75 -4.30 -3.94
C 1.62 -2.06 0.96
C 0.56 -0.95 0.86
N 1.15 0.50 0.74
C 1.63 0.86 2.18
C 2.35 0.58 -0.26
C 2.05 -0.05 -1.63
C 0.09 1.48 0.23
C -1.11 1.80 1.09
O -1.89 0.68 1.39
C -3.10 1.05 2.17
H 1.27 -3.09 1.10
H 2.24 -1.97 1.85
H 2.32 -2.08 0.13
H -0.15 -0.99 1.69
H -0.02 -0.97 -0.06
H 1.70 1.95 2.13
H 2.57 0.37 2.41
H 0.86 0.64 2.92
H 3.21 0.06 0.16
H 2.52 1.65 -0.39
H 2.97 -0.11 -2.20
H 1.40 0.66 -2.14
H 1.59 -1.04 -1.53
H -0.27 1.06 -0.71
H 0.58 2.43 -0.01
H -1.67 2.61 0.62
H -0.86 2.33 2.01
H -3.60 0.11 2.38
H -3.69 1.76 1.58
H -2.84 1.63 3.05
C 4.02 -0.71 -5.53
C 2.93 -0.18 -6.41
C 2.23 1.04 -5.83
O 1.30 1.56 -6.80
C 0.81 2.83 -6.45
N 3.59 0.08 -7.84
H 4.37 0.71 -7.96
H 3.97 -0.74 -8.29
H 2.81 0.31 -8.44
H 4.63 -1.52 -5.94
H 3.54 -1.23 -4.70
H 4.71 0.09 -5.27
H 2.20 -0.96 -6.61
H 2.92 1.75 -5.37
H 1.58 0.78 -4.99
H 1.59 3.57 -6.25
H 0.23 2.83 -5.53
H 0.14 3.17 -7.24
C -4.35 -1.01 -12.08
C -4.05 -0.50 -10.65
C -2.55 -0.23 -10.41
O -2.33 0.06 -9.02
C -0.94 -0.07 -8.66
N -4.76 0.89 -10.46
H -5.76 0.86 -10.31
H -4.41 1.23 -9.58
H -4.60 1.48 -11.26
H -5.44 -1.03 -12.20
H -4.04 -2.03 -12.31
H -3.98 -0.40 -12.91
H -4.38 -1.16 -9.85
H -2.20 0.53 -11.11
H -1.99 -1.12 -10.72
H -0.77 0.32 -7.66
H -0.36 0.49 -9.39
H -0.53 -1.06 -8.88
As 6.90 -1.75 -8.61
F 6.32 -0.30 -7.82
F 8.57 -1.32 -8.30
F 7.39 -3.34 -9.32
F 5.11 -2.09 -8.82
F 6.99 -0.93 -10.15
F 6.91 -2.55 -6.94
As 5.38 3.82 -7.46
F 3.62 4.40 -7.36
F 4.85 2.62 -8.70
F 7.10 3.31 -7.56
F 5.71 5.24 -6.34
F 5.22 2.61 -6.08
F 5.66 5.02 -8.80
As 0.38 4.99 -2.16
F -0.06 4.26 -3.79
F -0.94 4.11 -1.30
F 0.82 5.63 -0.57
F 1.72 6.03 -2.84
F -0.77 6.34 -2.40
F 1.47 3.59 -1.91
As 2.30 -0.91 -11.85
F 0.59 -0.34 -12.19
F 1.62 -1.92 -10.56
F 3.92 -1.37 -11.43
F 2.80 0.24 -13.16
F 2.36 0.44 -10.64
F 2.24 -2.24 -13.04

As for the net charge: +4. For the electronic energy, the calculation gives -14151.9722 hartree. The expectation value of S² is 0.75. Its spin multiplicity is 2. For the LUMO energy (alpha / beta), the calculation gives -6.97 / -13.18 eV.


[2]
Formula: C32H56ClN7O5
Source: OMol25
Level of theory: wB97M-V/def2-TZVPD

Geometry (Å):
C 3.60 -2.96 3.25
C 3.78 -1.63 2.43
N 4.25 -0.44 3.30
C 5.66 -0.51 3.84
C 4.14 0.83 2.43
C 4.79 0.76 1.07
C 3.24 -0.30 4.51
C 2.96 1.09 5.15
O 4.25 1.52 5.64
C 4.23 2.88 6.04
H 3.39 -3.82 2.62
H 2.84 -2.89 4.03
H 4.47 -3.24 3.85
H 2.87 -1.28 1.94
H 4.54 -1.80 1.66
H 5.89 0.47 4.25
H 6.40 -0.59 3.05
H 5.76 -1.31 4.57
H 4.64 1.59 3.03
H 3.07 1.01 2.34
H 4.64 1.69 0.53
H 4.23 0.14 0.37
H 5.84 0.48 0.98
H 3.46 -1.05 5.26
H 2.27 -0.52 4.07
H 2.22 1.09 5.95
H 2.48 1.68 4.38
H 3.27 3.14 6.49
H 4.33 3.60 5.22
H 4.97 3.19 6.78
Cl -1.97 0.24 -0.61
O -3.20 0.53 -1.28
O -0.90 1.17 -0.96
O -2.22 0.30 0.80
O -1.56 -1.10 -0.97
C -9.59 -0.04 -0.27
C -8.76 0.34 0.99
C -8.43 1.83 1.10
C -9.63 2.56 0.79
N -10.59 3.19 0.57
H -8.98 0.18 -1.14
H -10.58 0.35 -0.48
H -9.72 -1.12 -0.33
H -7.84 -0.24 1.02
H -9.27 -0.06 1.87
H -7.59 2.10 0.46
H -8.28 2.01 2.17
C 0.34 -0.68 -9.17
C 0.82 0.28 -8.13
C 0.67 -0.28 -6.73
C 1.54 -1.38 -6.43
N 2.23 -2.28 -6.17
H 0.65 -1.69 -8.89
H 0.69 -0.49 -10.19
H -0.74 -0.69 -9.32
H 0.27 1.21 -8.21
H 1.84 0.59 -8.38
H -0.32 -0.72 -6.63
H 0.89 0.51 -6.01
C 1.89 -7.62 -3.17
C 0.71 -7.28 -2.30
C -0.54 -6.77 -3.03
C -1.12 -7.88 -3.79
N -1.53 -8.78 -4.41
H 2.75 -7.84 -2.54
H 2.16 -6.90 -3.94
H 1.65 -8.57 -3.64
H 0.97 -6.44 -1.65
H 0.42 -8.09 -1.63
H -0.20 -5.96 -3.68
H -1.29 -6.36 -2.36
N -4.07 -4.75 2.37
C -5.13 -5.23 1.60
C -5.53 -6.49 2.03
C -4.58 -6.88 3.01
C -3.72 -5.81 3.15
H -3.61 -3.85 2.34
H -5.57 -4.51 0.93
H -6.33 -7.15 1.74
H -4.60 -7.86 3.46
H -2.86 -5.63 3.79
N 2.27 6.09 -3.72
C 2.02 7.35 -3.19
C 3.02 8.16 -3.62
C 3.82 7.47 -4.48
C 3.38 6.18 -4.48
H 1.68 5.29 -3.57
H 1.23 7.51 -2.46
H 3.08 9.17 -3.23
H 4.68 7.94 -4.93
H 3.75 5.32 -5.01
N -0.25 5.70 2.52
C -1.09 6.15 3.54
C -0.59 7.32 4.04
C 0.59 7.65 3.34
C 0.78 6.60 2.47
H -0.43 4.82 2.04
H -1.97 5.56 3.73
H -0.95 7.90 4.88
H 1.21 8.53 3.46
H 1.66 6.50 1.85

For the electronic energy, the calculation gives -2472.0983 hartree. For the LUMO energy, the calculation gives -0.75 eV.


Number 1: M 1667.202 g/mol. Number 2: M 654.297 g/mol.